{
  "formula": "C33H36AsBrN2PTi",
  "method": "ωB97M-V/def2-TZVPD",
  "charge": 2,
  "orbital_gap_ev": [6.58, 6.45],
  "total_energy_ev": -201058.733,
  "largest_force_ev_per_a": 3.0,
  "spin_multiplicity": 2,
  "elements": ["Ti", "C", "C", "C", "C", "C", "H", "H", "H", "H", "H", "Br", "C", "C", "C", "C", "C", "C", "N", "C", "C", "C", "C", "C", "C", "N", "H", "H", "H", "H", "H", "H", "H", "H", "H", "C", "As", "C", "C", "H", "H", "H", "H", "H", "H", "H", "H", "H", "C", "P", "C", "C", "C", "C", "C", "C", "C", "C", "C", "C", "C", "C", "H", "H", "H", "H", "H", "H", "H", "H", "H", "H", "H", "H", "H"],
  "coordinates": [[0.4369, -0.2862, -1.2667], [2.1981, -0.4966, -2.7941], [1.1646, 0.2892, -3.3603], [1.0924, 1.4930, -2.6216], [2.0673, 1.4428, -1.6013], [2.7417, 0.2058, -1.7000], [2.6065, -1.3895, -3.2381], [0.6482, 0.0655, -4.2815], [0.5087, 2.3640, -2.8676], [2.3564, 2.2736, -0.9763], [3.6252, -0.0753, -1.1484], [-4.6997, 5.1734, -2.2564], [-3.7416, 3.5554, -2.0811], [-3.9122, 2.7616, -0.9571], [-3.1794, 1.5943, -0.8184], [-2.2686, 1.2248, -1.7996], [-2.1562, 1.9850, -2.9602], [-2.8808, 3.1558, -3.0961], [-1.4971, 0.0111, -1.6822], [-2.1604, -1.0632, -1.9864], [-1.4333, -2.2793, -2.1947], [-2.0329, -3.4323, -2.6996], [-1.2415, -4.4939, -3.0827], [0.1361, -4.3731, -2.9293], [0.6581, -3.2122, -2.3964], [-0.0921, -2.1644, -2.0266], [-4.6236, 3.0532, -0.1965], [-3.3119, 0.9720, 0.0586], [-1.5269, 1.6422, -3.7710], [-2.7907, 3.7502, -3.9951], [-3.2270, -1.0219, -2.1893], [-3.1107, -3.4538, -2.7995], [-1.6768, -5.3878, -3.5076], [0.7949, -5.1761, -3.2288], [1.7242, -3.1152, -2.2625], [1.6964, -1.7151, 2.5603], [1.2104, -2.0293, 0.6881], [-0.2083, -3.3329, 1.0462], [2.6509, -3.3092, 0.2929], [1.5281, -2.6559, 3.0828], [1.0900, -0.9345, 3.0154], [2.7459, -1.4455, 2.6484], [0.2540, -4.2442, 1.4225], [-0.7922, -3.5705, 0.1578], [-0.8759, -2.9404, 1.8091], [2.9625, -3.7272, 1.2481], [3.5076, -2.8377, -0.1858], [2.2860, -4.1218, -0.3311], [-0.4101, 3.0421, 0.3100], [0.2389, 1.3684, 0.7302], [1.7445, 1.8374, 1.6622], [1.7599, 2.9949, 2.4435], [2.8996, 3.3522, 3.1468], [4.0476, 2.5778, 3.0580], [4.0517, 1.4424, 2.2632], [2.9078, 1.0774, 1.5703], [-0.9049, 0.7407, 2.0274], [-1.7643, -0.3104, 1.7061], [-2.6678, -0.8068, 2.6350], [-2.7046, -0.2714, 3.9128], [-1.8425, 0.7618, 4.2519], [-0.9529, 1.2689, 3.3174], [-1.1086, 3.3739, 1.0764], [-0.9299, 3.0412, -0.6436], [0.4225, 3.7403, 0.2437], [0.8900, 3.6355, 2.5012], [2.8912, 4.2456, 3.7568], [4.9357, 2.8733, 3.6001], [4.9529, 0.8494, 2.1714], [2.9205, 0.1977, 0.9423], [-1.7270, -0.7383, 0.7143], [-3.3421, -1.6106, 2.3657], [-3.4054, -0.6593, 4.6399], [-1.8617, 1.1742, 5.2519], [-0.2926, 2.0735, 3.6047]],
  "forces_ev_per_angstrom": [[2.662, 0.822, 0.988], [0.102, 0.315, -0.185], [0.277, 0.153, -0.248], [0.313, 0.044, -0.140], [0.100, 0.021, -0.312], [0.178, 0.139, -0.282], [-0.140, -0.163, 0.177], [-0.174, -0.055, 0.110], [-0.232, -0.073, 0.127], [-0.148, -0.135, 0.218], [-0.133, -0.105, 0.145], [0.104, -0.226, 0.040], [-0.035, 0.135, -0.060], [-0.101, 0.119, 0.003], [0.166, -0.245, 0.069], [-0.482, 0.464, -0.010], [0.139, -0.221, 0.111], [-0.061, 0.084, 0.000], [-2.240, -0.403, -1.088], [0.009, 0.986, 0.174], [0.507, -1.046, -0.258], [-0.256, 0.603, 0.277], [0.374, -0.133, -0.009], [-0.404, -0.215, -0.113], [0.093, 0.188, 0.148], [-0.691, -1.128, -0.773], [0.029, -0.015, 0.021], [-0.002, 0.079, 0.007], [0.066, 0.053, 0.006], [-0.003, -0.012, 0.007], [-0.042, 0.008, 0.049], [0.015, -0.068, -0.048], [-0.006, -0.012, 0.035], [0.055, 0.041, 0.021], [0.007, 0.055, 0.008], [-0.063, 0.120, -0.080], [0.183, -0.670, 0.807], [-0.058, 0.039, -0.098], [-0.060, 0.160, -0.102], [-0.017, -0.014, -0.016], [-0.032, 0.001, -0.054], [-0.006, 0.014, -0.064], [0.026, 0.003, -0.004], [0.044, -0.025, -0.008], [0.006, 0.064, 0.024], [0.017, -0.009, 0.007], [-0.016, 0.039, 0.007], [-0.011, 0.016, -0.011], [-0.015, -0.099, -0.151], [-0.212, 0.411, 0.706], [0.026, -0.114, -0.189], [0.033, -0.038, 0.003], [-0.030, 0.024, -0.002], [-0.035, 0.055, 0.039], [0.080, -0.046, -0.037], [-0.071, 0.068, 0.082], [0.037, -0.065, -0.176], [0.122, 0.165, 0.137], [-0.020, -0.077, -0.043], [-0.045, -0.023, -0.019], [0.014, 0.024, 0.042], [-0.010, 0.008, -0.052], [0.037, 0.052, 0.035], [-0.041, -0.034, -0.019], [-0.002, -0.001, 0.018], [-0.007, 0.005, 0.025], [0.016, 0.001, -0.012], [0.019, -0.039, -0.016], [-0.011, -0.008, 0.015], [0.045, 0.013, 0.010], [-0.063, -0.110, -0.055], [0.023, -0.007, -0.001], [0.017, 0.012, 0.016], [-0.004, 0.017, -0.012], [0.038, 0.015, 0.035]],
  "lowdin_charge": [0.61, -0.15, -0.14, -0.15, -0.17, -0.14, 0.12, 0.13, 0.12, 0.12, 0.12, 0.82, -0.67, -0.09, -0.03, -0.30, -0.03, -0.09, -0.02, 0.00, -0.24, 0.04, 0.01, 0.01, -0.12, -0.03, 0.12, 0.11, 0.12, 0.12, 0.17, 0.14, 0.13, 0.13, 0.10, -0.25, 1.11, -0.25, -0.25, 0.05, 0.03, 0.04, 0.05, 0.02, 0.02, 0.04, 0.03, 0.02, -0.19, 1.00, -0.36, -0.10, -0.04, -0.05, -0.05, -0.14, -0.36, -0.17, -0.07, -0.05, -0.04, -0.07, 0.07, 0.02, 0.06, 0.10, 0.12, 0.12, 0.12, 0.05, 0.06, 0.12, 0.12, 0.12, 0.10]
}